[1]
Density functional theory data (wB97M-V/def2-TZVPD) for an isolated molecule of C3H6N2 in a non-equilibrium geometry.

```
11
Properties=species:S:1:pos:R:3:forces:R:3:lowdin_charge:R:1
C 2.08260 0.22301 0.27398 -5.93 -0.40 -3.99 -0.026
N 0.81955 0.05012 0.65297 3.55 0.25 -0.56 -0.097
N -0.03779 0.21718 -0.47268 -3.44 -1.09 1.28 -0.131
C -1.25889 -0.90671 -0.47021 1.10 2.56 -1.26 -0.096
C -1.45459 0.48374 0.06926 -1.24 -0.80 0.80 -0.213
H 2.86406 0.16973 0.95682 1.27 -0.06 0.96 0.021
H 2.07337 0.34100 -0.95984 1.09 -0.03 3.28 0.126
H -1.14400 -1.68603 0.27360 0.02 -0.02 -0.29 0.079
H -1.62953 -1.11856 -1.51253 0.82 -0.04 1.34 0.099
H -1.75797 0.34580 1.21062 1.45 1.07 -2.28 0.129
H -2.09304 1.27678 -0.46890 1.32 -1.44 0.73 0.109
```
Forces are in eV/Å.

Computed properties:
E_LUMO = 1.23 eV
Net charge = 0
ΔE to the lowest compared entry with this formula, charge and spin = 98.0 kcal/mol
HOMO energy = -0.3402 Ha



[2]
Density functional theory data (wB97M-V/def2-TZVPD) for an isolated molecule of C3H6N2 in a non-equilibrium geometry.

```
11
Properties=species:S:1:pos:R:3:forces:R:3:lowdin_charge:R:1
N 0.11932 0.35242 1.86743 -0.53 0.05 -0.62 0.045
N 0.13049 -0.15562 0.51426 0.38 0.05 1.87 -0.221
C 1.04931 0.03472 -0.52435 -2.17 -1.12 -1.29 -0.062
C 0.07323 -0.30374 -1.46607 3.53 1.37 0.65 -0.107
C -0.96886 -0.39112 -0.44897 -0.55 -2.02 0.51 -0.181
H -0.42565 1.20638 1.84275 0.11 0.36 0.17 0.059
H 1.06111 0.61605 2.19425 -0.51 -0.49 -0.70 0.080
H 2.14487 0.09507 -0.44569 -0.74 0.30 -0.10 0.109
H 0.13733 -0.23717 -2.50101 -0.26 -0.45 -1.54 0.053
H -1.84954 0.16982 -0.67230 -0.25 1.78 0.77 0.100
H -1.47162 -1.38680 -0.36030 0.97 0.17 0.27 0.127
```
Forces are in eV/Å.

Computed properties:
E_LUMO = 1.05 eV
Net charge = 0
ΔE to the lowest compared entry with this formula, charge and spin = 96.1 kcal/mol
HOMO energy = -0.2651 Ha



[3]
Density functional theory data (wB97M-V/def2-TZVPD) for a cluster of 2 separate species, C3H6N2 in total.

```
11
Properties=species:S:1:pos:R:3:forces:R:3:lowdin_charge:R:1
C -0.26956 1.32999 0.40505 0.06 0.01 0.10 -0.064
C -0.33871 0.13175 -0.46909 0.04 -0.19 -0.36 -0.366
C 0.85185 -1.35699 0.49878 0.09 0.21 -0.22 -0.290
N 1.62715 -0.60075 -0.05606 -0.39 0.01 0.08 0.022
N -0.78665 -0.10526 -1.57500 0.24 0.05 0.43 0.168
H -0.80680 -0.94561 -2.12190 0.01 -0.02 0.05 0.091
H 0.27414 2.10743 -0.13261 -0.03 -0.07 0.00 0.094
H 0.23791 1.12371 1.33967 0.00 -0.06 -0.06 0.080
H -1.29078 1.66805 0.59558 0.06 -0.05 -0.03 0.090
H 0.87281 -2.38595 0.88147 -0.05 0.09 -0.02 0.071
H -0.37137 -0.96636 0.63411 -0.03 0.01 0.03 0.102
```
Forces are in eV/Å.

Computed properties:
E_LUMO = 0.40 eV
Net charge = 0
ΔE to the lowest compared entry with this formula, charge and spin = 117.1 kcal/mol
HOMO energy = -0.2856 Ha



[4]
Density functional theory data (wB97M-V/def2-TZVPD) for an isolated molecule of C3H6N2O in a non-equilibrium geometry.

```
12
Properties=species:S:1:pos:R:3:forces:R:3:lowdin_charge:R:1
C 1.73075 0.46737 -0.01326 -0.02 0.08 -0.26 0.018
C 0.25961 0.29851 0.09392 -0.99 0.40 -1.44 -0.506
N -0.33641 -0.96454 0.18471 -0.38 -0.66 0.06 0.042
C -1.65706 -0.48571 -0.27699 0.25 -0.54 0.58 -0.220
N -1.16143 0.78774 -0.78818 2.05 0.00 0.76 0.084
O -0.49850 1.31852 0.48482 -0.67 0.31 0.42 -0.037
H 2.22836 -0.49274 -0.13714 -0.08 0.03 -0.02 0.083
H 2.11284 0.97539 0.87302 -0.05 0.05 0.00 0.089
H 1.94216 1.09148 -0.88307 0.06 0.01 0.07 0.097
H -0.19669 -1.50421 1.03667 -0.14 0.15 -0.02 0.122
H -2.02917 -1.08534 -1.10640 -0.01 0.04 0.03 0.113
H -2.39446 -0.40646 0.53191 -0.01 0.14 -0.19 0.115
```
Forces are in eV/Å.

Computed properties:
E_LUMO = 1.03 eV
Net charge = 0
ΔE to the lowest compared entry with this formula, charge and spin = 106.4 kcal/mol
HOMO energy = -0.3407 Ha



Copy entry 4 word for word.
Density functional theory data (wB97M-V/def2-TZVPD) for an isolated molecule of C3H6N2O in a non-equilibrium geometry.

```
12
Properties=species:S:1:pos:R:3:forces:R:3:lowdin_charge:R:1
C 1.73075 0.46737 -0.01326 -0.02 0.08 -0.26 0.018
C 0.25961 0.29851 0.09392 -0.99 0.40 -1.44 -0.506
N -0.33641 -0.96454 0.18471 -0.38 -0.66 0.06 0.042
C -1.65706 -0.48571 -0.27699 0.25 -0.54 0.58 -0.220
N -1.16143 0.78774 -0.78818 2.05 0.00 0.76 0.084
O -0.49850 1.31852 0.48482 -0.67 0.31 0.42 -0.037
H 2.22836 -0.49274 -0.13714 -0.08 0.03 -0.02 0.083
H 2.11284 0.97539 0.87302 -0.05 0.05 0.00 0.089
H 1.94216 1.09148 -0.88307 0.06 0.01 0.07 0.097
H -0.19669 -1.50421 1.03667 -0.14 0.15 -0.02 0.122
H -2.02917 -1.08534 -1.10640 -0.01 0.04 0.03 0.113
H -2.39446 -0.40646 0.53191 -0.01 0.14 -0.19 0.115
```
Forces are in eV/Å.

Computed properties:
E_LUMO = 1.03 eV
Net charge = 0
ΔE to the lowest compared entry with this formula, charge and spin = 106.4 kcal/mol
HOMO energy = -0.3407 Ha